No. 1
DFT (ωB97M-V with the def2-TZVPD basis set) results for an isolated ion of composition C14H20N and charge +1.

Element x y z (Å)
C1 -3.36968 1.36613 0.43515
C2 -2.71151 0.82425 1.53143
C3 -2.99818 0.99113 -0.84830
C4 -1.69887 -0.09431 1.34876
C5 -1.94764 0.11678 -1.04149
C6 -1.28180 -0.44566 0.05514
C7 -0.97267 -3.04467 1.39738
C8 1.82578 -1.88897 -1.58701
C9 0.01165 -2.47740 0.67753
C10 0.97710 -0.81414 -0.91516
C11 2.16403 2.09326 -1.12631
C12 1.00409 2.14445 0.99883
C13 1.96921 0.04126 0.13098
C14 -0.14115 -1.31772 -0.13885
N1 1.90600 1.43328 0.13247
H1 -4.16645 2.07763 0.58332
H2 -2.98823 1.12422 2.53049
H3 -3.52885 1.38612 -1.70078
H4 -1.17020 -0.48555 2.20527
H5 -1.67379 -0.18758 -2.04042
H6 -0.77158 -3.89827 2.02212
H7 -1.99055 -2.69352 1.37028
H8 2.54659 -1.43646 -2.26333
H9 1.18862 -2.55335 -2.16813
H10 0.99240 -2.93258 0.70189
H11 0.64863 -0.07471 -1.64780
H12 2.56542 3.08863 -0.94216
H13 2.89104 1.52683 -1.70545
H14 1.24995 2.20825 -1.72263
H15 0.94559 1.65135 1.96489
H16 1.38837 3.15238 1.14069
H17 -0.00105 2.22653 0.57382
H18 1.81087 -0.34890 1.13633
H19 2.37162 -2.49270 -0.86554
H20 2.95528 -0.26598 -0.22342

Atoms 1-3, force components in eV/Å:
C 0.15 -0.11 0.09
C -0.10 0.08 0.00
C -0.01 0.00 -0.13

## Properties
charge: +1
LUMO level (spin up / spin down): -5.6 / -5.6 eV
Kohn-Sham gap (spin up / spin down): 0.2288 / 0.2288 hartree
E_HOMO (spin up / spin down): -0.43289 / -0.43285 Eh

No. 2
DFT (ωB97M-V with the def2-TZVPD basis set) results for C4H9N3 in the gas phase.

Element x y z (Å)
H1 -1.71689 1.94624 -1.88543
N1 -1.11004 1.13607 -1.73295
C1 -0.72875 1.05661 -0.51103
N2 -1.08317 2.00131 0.41091
C2 0.10400 -0.35196 -0.07621
C3 -0.26999 -1.58325 -0.80668
C4 1.05439 0.05044 0.71195
N3 1.79191 -1.19253 1.34476
H2 -1.02990 1.72247 1.38190
H3 -1.90068 2.56218 0.20148
H4 0.53219 -1.88570 -1.48399
H5 -1.18047 -1.44480 -1.39607
H6 -0.45637 -2.40152 -0.10437
H7 1.23062 0.94439 1.29164
H8 2.46541 -0.85852 2.03218
H9 2.29774 -1.70143 0.62192

Atoms 1-3, force components in eV/Å:
H 0.25 -0.02 -0.02
N 0.24 -0.39 0.40
C -0.42 -2.67 -1.75

## Properties
LUMO level: 0.9 eV
Kohn-Sham gap: 0.3552 hartree
E_HOMO: -0.32230 Eh

No. 3
DFT (ωB97M-V with the def2-TZVPD basis set) results for a 12-piece molecular cluster, C60H54F9N3 overall.

Element x y z (Å)
F1 1.47883 -0.47884 -4.49244
C1 1.15781 0.82874 -4.64048
C2 -0.18403 1.15634 -4.64243
C3 -0.53639 2.47119 -4.76892
C4 0.45036 3.46089 -4.79924
C5 1.79671 3.10937 -4.70611
C6 2.15975 1.76390 -4.74678
H1 -0.87501 0.32422 -4.59082
H2 -1.57117 2.76968 -4.87427
H3 0.12481 4.48336 -4.94208
H4 2.55870 3.85444 -4.90784
H5 3.20735 1.49762 -4.72877
F2 -3.37027 2.15434 -2.97119
C7 -4.50564 1.63535 -3.48792
C8 -4.50122 1.15356 -4.77914
C9 -5.66262 0.56341 -5.25658
C10 -6.76229 0.46072 -4.43557
C11 -6.78633 1.09931 -3.19507
C12 -5.62440 1.65501 -2.69511
H6 -3.60070 1.18299 -5.37937
H7 -5.69734 0.22382 -6.28234
H8 -7.68015 0.06162 -4.85515
H9 -7.67562 0.98659 -2.58913
H10 -5.63446 2.06432 -1.69399
F3 1.64844 0.44455 0.97755
C13 0.64197 -0.03073 0.18639
C14 0.22402 -1.32860 0.30233
C15 -0.79387 -1.77063 -0.54933
C16 -1.44182 -0.85235 -1.37471
C17 -0.97748 0.45130 -1.47118
C18 0.03222 0.88021 -0.64058
H11 0.71842 -2.07067 0.91046
H12 -1.02511 -2.82962 -0.56108
H13 -2.26885 -1.18529 -1.99717
H14 -1.49804 1.19770 -2.05368
H15 0.46445 1.86690 -0.74398
F4 -8.41611 -2.38288 0.58860
C19 -7.29269 -2.74870 -0.06772
C20 -7.08724 -2.19869 -1.32020
C21 -5.85653 -2.30545 -1.94210
C22 -4.82929 -2.90452 -1.21458
C23 -5.04747 -3.46675 0.03462
C24 -6.29874 -3.40266 0.62180
H16 -7.91272 -1.68837 -1.80425
H17 -5.78382 -2.00716 -2.97830
H18 -3.83919 -2.99498 -1.65518
H19 -4.26089 -4.01511 0.53571
H20 -6.44457 -3.80151 1.61578
F5 6.55509 -0.39547 -3.68330
C25 6.05237 0.15919 -2.54457
C26 4.67850 0.38419 -2.49580
C27 4.15837 1.12090 -1.46067
C28 5.02391 1.59561 -0.46639
C29 6.38556 1.29850 -0.50078
C30 6.91047 0.60943 -1.57217
H21 4.12622 0.12315 -3.38969
H22 3.09371 1.29846 -1.44912
H23 4.57017 2.19865 0.31345
H24 7.05177 1.73989 0.22840
H25 7.98660 0.51524 -1.61881
F6 2.90340 7.01341 0.86991
C31 2.08469 6.20367 1.57612
C32 1.58940 5.06830 0.97484
C33 0.61276 4.34204 1.60591
C34 0.20846 4.68764 2.89885
C35 0.74891 5.81402 3.49399
C36 1.66219 6.60360 2.82938
H26 1.85044 4.96691 -0.07607
H27 0.14604 3.48965 1.12788
H28 -0.69731 4.23292 3.27994
H29 0.40706 6.15293 4.46443
H30 2.02098 7.53278 3.25327
F7 1.04596 -5.80624 -2.07168
C37 1.72399 -4.75987 -1.59101
C38 2.08365 -4.73936 -0.25487
C39 2.80247 -3.65482 0.24250
C40 3.06306 -2.57289 -0.58876
C41 2.67947 -2.58334 -1.91296
C42 2.03091 -3.70065 -2.42774
H31 1.82175 -5.58379 0.37652
H32 3.12110 -3.61939 1.27524
H33 3.71508 -1.77990 -0.23427
H34 2.98128 -1.79652 -2.58825
H35 1.79065 -3.79141 -3.48388
F8 1.55435 1.85184 3.38841
C43 2.28919 2.18923 4.46081
C44 2.01066 1.50643 5.62671
C45 2.63768 1.86650 6.80248
C46 3.50299 2.94289 6.82819
C47 3.81385 3.57874 5.64069
C48 3.19348 3.22861 4.45464
H36 1.34448 0.65365 5.69028
H37 2.37006 1.37745 7.72998
H38 3.99339 3.20881 7.75420
H39 4.33179 4.53095 5.70559
H40 3.43279 3.67726 3.49529
F9 0.44084 -3.15991 3.23648
C49 -0.68490 -3.33942 3.95217
C50 -0.71502 -4.23624 4.99699
C51 -1.91837 -4.48997 5.63194
C52 -3.05260 -3.75544 5.27588
C53 -3.00741 -2.87329 4.20829
C54 -1.84009 -2.70893 3.51089
H41 0.17320 -4.80486 5.25373
H42 -1.94483 -5.20139 6.44513
H43 -3.96090 -3.87003 5.85610
H44 -3.91189 -2.39822 3.85384
H45 -1.80565 -2.02075 2.67277
C55 -1.92507 -3.16838 -4.43921
C56 -2.20212 -2.15315 -5.44686
N1 -2.43109 -1.36517 -6.24633
H46 -1.84425 -4.14218 -4.92212
H47 -2.65379 -3.15796 -3.63811
H48 -0.92913 -2.99210 -4.02137
C57 5.23409 -1.51954 1.74241
C58 6.51679 -1.77447 1.07559
N2 7.50001 -1.98352 0.56411
H49 5.44921 -1.20172 2.76220
H50 4.72044 -2.48024 1.80341
H51 4.68175 -0.75785 1.21370
C59 -1.30920 1.12874 3.16341
C60 -1.55033 1.36184 4.56104
N3 -1.76692 1.53001 5.67820
H52 -2.08431 0.53764 2.68070
H53 -0.39262 0.57480 2.95936
H54 -1.17142 2.10389 2.70010

Atoms 1-3, force components in eV/Å:
F 0.13 -0.06 -0.15
C 0.01 -0.09 0.23
C 0.31 -1.00 -0.11

## Properties
LUMO level: 0.4 eV
Kohn-Sham gap: 0.3552 hartree
E_HOMO: -0.34208 Eh

No. 4
DFT (ωB97M-V with the def2-TZVPD basis set) results for a 2-piece molecular cluster, C2H7NO overall.

Element x y z (Å)
N1 -0.64080 0.92997 -1.09072
C1 0.46035 1.24592 -0.35148
O1 1.31820 0.47350 -0.01454
H1 -0.89926 -0.03467 -1.21885
H2 -1.34925 1.64517 -1.19434
H3 0.50717 2.32325 -0.13131
C2 -0.71565 -2.12075 1.28174
H4 0.04061 -1.50018 1.75079
H5 -0.30275 -2.69639 0.45855
H6 -0.98314 -2.86889 2.03099
H7 -1.61151 -1.60179 0.94102

Atoms 1-3, force components in eV/Å:
N -0.17 0.45 0.21
C -0.22 0.06 -0.37
O 0.17 -0.25 0.16

## Properties
LUMO level: 0.9 eV
Kohn-Sham gap: 0.4056 hartree
E_HOMO: -0.37205 Eh

No. 5
DFT (ωB97M-V with the def2-TZVPD basis set) results for C5H8N2 in the gas phase.

Element x y z (Å)
H1 -0.07616 3.28086 0.74687
N1 0.06977 2.28455 0.58223
C1 -1.03410 1.72494 0.29167
C2 -1.12334 0.27742 -0.02405
N2 -2.43543 -0.25770 0.01669
C3 -0.04124 -0.37422 -0.39716
C4 1.06197 -0.90421 -0.85239
C5 2.20147 -1.40708 -0.00534
H2 -2.00059 2.24862 0.26075
H3 -2.89528 -0.10472 0.90791
H4 -2.45166 -1.24569 -0.20349
H5 1.20643 -0.94576 -1.93419
H6 2.00256 -1.25399 1.05808
H7 2.40381 -2.46951 -0.18296
H8 3.11181 -0.85350 -0.26460

Atoms 1-3, force components in eV/Å:
H 0.02 -0.08 -0.01
N -0.41 0.02 -0.06
C 0.20 0.04 0.01

## Properties
LUMO level: 1.0 eV
Kohn-Sham gap: 0.3435 hartree
E_HOMO: -0.30806 Eh

Listing calculated total energy for the structures above in their given order: -599.9084 -322.0170 -3381.7324 -210.3987 -304.7556 hartree.
Listing energy relative to the best compared isomer or geometry (same formula, charge and spin) for the structures above in their given order: 2.2380 1.9973 0.0000 0.0000 2.1733 eV.